No. 1
C4H6N3P | ωB97M-V with the def2-TZVPD basis set

Cartesian coordinates (Å):
C (0.31, 0.74, -2.76)
C (0.55, -2.03, -0.74)
C (0.53, 0.82, -1.43)
C (-0.51, 0.64, -0.47)
N (0.08, 0.41, -3.84)
N (1.68, -1.48, -0.70)
N (0.06, 0.86, 0.80)
P (-1.12, -1.24, -0.75)
H (0.40, -3.17, -0.52)
H (1.51, 1.18, -1.20)
H (-1.47, 1.02, -0.70)
H (-0.42, 0.61, 1.68)
H (1.07, 0.66, 0.76)
H (-1.69, -1.67, 0.49)

Electronic energy   -661.46725 Ha
HOMO energy (spin up / spin down)   -8.87 / -8.30 eV
Charge   0
Relative energy (zero: lowest compared OMol25 entry of this formula, charge and spin)   216.0 kJ/mol
Max |F|   0.060 Eh/bohr

No. 2
C5H14KN4O6 | ωB97M-V with the def2-TZVPD basis set

Cartesian coordinates (Å):
K (-0.70, 0.41, 0.51)
C (-1.53, -0.57, 3.69)
O (-2.63, -0.71, 3.02)
O (-1.58, -0.02, 4.83)
O (-0.44, -0.94, 3.12)
C (-0.42, 4.08, -0.41)
C (-1.69, 4.14, 0.45)
O (-2.04, 2.91, 1.08)
H (-0.44, 3.30, -1.17)
H (0.48, 4.11, 0.20)
H (-0.27, 4.98, -1.01)
H (-2.48, 4.63, -0.13)
H (-1.44, 4.88, 1.22)
H (-2.89, 3.20, 1.42)
C (0.44, -2.16, -3.23)
O (1.43, -2.29, -3.96)
N (0.35, -1.35, -2.19)
N (-0.61, -2.98, -3.48)
H (-0.56, -1.26, -1.77)
H (1.06, -0.65, -2.00)
H (-1.47, -2.88, -2.97)
H (-0.56, -3.49, -4.35)
C (2.13, -1.72, 0.64)
O (1.86, -0.57, 0.25)
N (2.94, -2.58, 0.05)
N (1.63, -2.14, 1.81)
H (3.56, -2.22, -0.66)
H (3.02, -3.50, 0.42)
H (1.04, -1.57, 2.42)
H (1.82, -3.05, 2.19)

Electronic energy   -1469.42336 Ha
HOMO energy   -1.42 eV
Charge   -1
Relative energy (zero: lowest compared OMol25 entry of this formula, charge and spin)   137.2 kJ/mol
Max |F|   0.064 Eh/bohr

No. 3
C9H16N2O | ωB97M-V with the def2-TZVPD basis set

Cartesian coordinates (Å):
C (-1.79, -0.39, 0.76)
C (0.41, 0.15, 1.96)
C (-1.22, 0.02, -0.43)
C (2.83, 0.07, -0.99)
C (1.94, 0.65, -1.84)
C (-2.14, 0.34, -1.65)
C (2.10, 1.23, -3.20)
C (-1.05, -1.94, 2.36)
C (-0.72, 0.56, 2.80)
N (0.09, 0.09, -0.54)
N (-0.92, -0.58, 1.88)
O (0.59, 0.48, -1.71)
H (-2.83, -0.72, 0.82)
H (1.08, -0.55, 2.47)
H (2.67, -0.47, -0.02)
H (3.85, 0.15, -1.32)
H (-1.61, 0.10, -2.58)
H (-2.34, 1.41, -1.55)
H (-2.98, -0.33, -1.47)
H (1.14, 1.28, -3.61)
H (2.51, 2.26, -3.16)
H (2.94, 0.64, -3.80)
H (-0.81, -2.65, 1.58)
H (-0.23, -2.11, 3.10)
H (-2.03, -2.18, 2.62)
H (0.61, 0.72, 1.03)
H (-1.17, 1.52, 2.66)
H (-0.89, 0.25, 3.84)

Electronic energy   -536.39789 Ha
HOMO energy (spin up / spin down)   -18.38 / -17.14 eV
Charge   +2
Relative energy (zero: lowest compared OMol25 entry of this formula, charge and spin)   416.6 kJ/mol
Max |F|   0.083 Eh/bohr

No. 4
C38H60Br2CaCl7IN2O13P | ωB97M-V with the def2-TZVPD basis set

Cartesian coordinates (Å):
C (4.05, -1.08, 1.28)
C (3.23, -2.44, 1.26)
O (3.50, -3.34, 2.09)
O (2.17, -2.70, 0.33)
C (0.88, -2.49, 1.00)
C (-0.11, -3.73, 0.71)
C (-0.77, -3.49, -0.73)
C (-2.32, -3.86, -0.87)
C (-2.85, -5.04, 0.07)
C (-3.63, -4.52, 1.39)
C (-5.20, -4.28, 1.16)
O (-5.72, -4.28, -0.19)
C (-5.56, -2.92, -0.64)
O (-5.42, -2.71, -1.85)
C (-5.63, -1.85, 0.59)
C (-6.84, -0.92, 0.11)
C (-6.91, 0.52, 0.80)
C (-6.05, 1.60, -0.04)
I (-9.03, 1.19, 0.60)
P (-3.96, -1.09, 1.09)
O (-4.18, 0.13, 2.31)
Cl (-3.06, -0.07, -0.56)
C (-5.86, -2.92, 1.76)
C (-7.33, -3.15, 2.35)
H (4.17, -0.64, 2.34)
H (5.10, -1.21, 0.86)
H (3.50, -0.29, 0.65)
H (0.43, -1.49, 0.62)
H (1.08, -2.41, 2.13)
H (-0.85, -3.84, 1.57)
H (0.55, -4.66, 0.68)
H (-0.16, -3.97, -1.58)
H (-0.69, -2.35, -0.92)
H (-2.47, -4.19, -1.96)
H (-2.90, -2.88, -0.75)
H (-2.04, -5.76, 0.43)
H (-3.61, -5.66, -0.52)
H (-3.53, -5.34, 2.18)
H (-3.07, -3.61, 1.79)
H (-5.68, -5.11, 1.79)
H (-6.81, -0.74, -1.03)
H (-7.86, -1.43, 0.28)
H (-6.68, 0.53, 1.91)
H (-6.73, 2.43, -0.48)
H (-5.27, 2.13, 0.61)
H (-5.62, 1.06, -0.95)
H (-4.06, 1.03, 1.90)
H (-5.20, -2.69, 2.66)
H (-8.02, -3.36, 1.46)
H (-7.68, -2.16, 2.80)
H (-7.27, -4.01, 3.10)
C (-3.53, 3.56, -7.93)
C (-4.08, 2.17, -7.64)
N (-3.75, 1.70, -6.29)
C (-4.47, 0.76, -5.57)
C (-3.84, 0.60, -4.38)
N (-2.74, 1.43, -4.40)
C (-2.69, 2.08, -5.56)
C (-1.76, 1.60, -3.33)
H (-2.44, 3.57, -7.89)
H (-3.83, 3.89, -8.93)
H (-3.91, 4.28, -7.20)
H (-3.68, 1.45, -8.35)
H (-5.17, 2.18, -7.74)
H (-5.35, 0.33, -6.01)
H (-4.03, -0.01, -3.51)
H (-1.93, 2.78, -5.85)
H (-1.76, 2.64, -3.00)
H (-0.77, 1.33, -3.70)
H (-2.01, 0.96, -2.48)
O (2.68, 0.99, 3.55)
H (2.50, 0.23, 4.12)
H (2.66, 1.74, 4.16)
O (-3.75, 3.28, 0.60)
H (-3.71, 3.56, -0.31)
Ca (-11.67, 0.96, 1.68)
Br (1.26, 3.73, -4.19)
C (2.15, 3.58, -2.46)
C (2.47, 2.14, -2.13)
Br (0.87, 1.19, -1.54)
H (1.50, 4.06, -1.73)
H (3.07, 4.16, -2.56)
H (3.16, 2.09, -1.28)
H (2.88, 1.59, -2.97)
C (9.20, -4.63, 2.45)
C (9.08, -3.31, 2.58)
C (7.76, -2.65, 2.58)
O (7.65, -1.44, 2.69)
C (6.57, -3.51, 2.44)
C (6.68, -4.83, 2.31)
C (8.00, -5.49, 2.31)
O (8.11, -6.70, 2.20)
H (10.16, -5.13, 2.45)
H (9.94, -2.66, 2.69)
H (5.60, -3.01, 2.44)
H (5.82, -5.48, 2.21)
C (-5.07, -8.35, 1.31)
Cl (-3.64, -8.49, 2.34)
Cl (-6.49, -7.88, 2.24)
H (-4.88, -7.60, 0.54)
H (-5.26, -9.32, 0.84)
O (4.55, 1.48, -0.48)
C (5.40, 2.07, 0.14)
O (5.49, 3.42, 0.19)
C (6.67, 3.79, 0.92)
C (7.00, 2.59, 1.78)
C (6.52, 1.44, 0.92)
H (7.46, 4.02, 0.21)
H (6.46, 4.68, 1.52)
H (8.05, 2.54, 2.05)
H (6.41, 2.63, 2.70)
H (7.29, 1.10, 0.23)
H (6.16, 0.61, 1.53)
C (8.36, 7.55, 1.26)
Cl (8.90, 5.97, 0.64)
Cl (7.23, 7.31, 2.61)
Cl (9.77, 8.48, 1.83)
Cl (7.55, 8.45, -0.04)
C (3.05, 9.14, 3.79)
C (4.26, 9.77, 3.08)
O (5.33, 9.73, 3.73)
O (4.02, 10.25, 1.95)
H (3.33, 8.75, 4.77)
H (2.27, 9.90, 3.92)
H (2.66, 8.33, 3.18)

Electronic energy   -12256.94980 Ha
HOMO energy   -7.56 eV
Charge   +1
Max |F|   0.084 Eh/bohr